# 1
Formula: C3H2O2S
Source: OMol25
Level of theory: the ωB97M-V functional and the def2-TZVPD basis

Structure (XYZ):
```
8
Properties=species:S:1:pos:R:3:forces:R:3
H 2.384584 -0.994073 -0.225046 -0.3 0.3 0.5
O 2.109747 -0.851339 0.704141 -1.5 3.3 -0.4
O 2.425154 1.745741 0.346300 1.5 1.4 -5.4
C 1.431032 0.969996 0.681313 0.1 -4.5 1.4
C 0.030888 1.024568 0.416871 -1.6 -0.4 -1.4
H -2.216742 0.946041 0.102764 -0.3 0.1 -0.1
S 2.116529 1.713598 2.054394 -0.3 -0.2 4.9
C -1.166390 1.005735 0.198536 2.3 0.0 0.7
```
Positions in Å, forces in eV/Å.

Values from the calculation:
E_tot: -18065.0584 eV
HOMO (spin up / spin down): -7.542 / -10.447 eV
Energy above the lowest of the compared OMol25 structures with the same formula, charge and spin: 467.5 kJ/mol
Kohn-Sham gap (spin up / spin down): 7.39 / 7.78 eV
Multiplicity: 3
Maximum force: 5.82 eV/Å

---

# 2
Formula: C4H10NO
Source: OMol25
Level of theory: the ωB97M-V functional and the def2-TZVPD basis

Structure (XYZ):
```
16
Properties=species:S:1:pos:R:3:forces:R:3
C -2.264731 -1.305417 0.127033 0.0 -1.4 0.8
H -1.636685 -0.781525 -1.824183 0.0 -0.5 -0.1
C -0.332284 -0.098129 -0.558856 2.5 -4.1 -1.4
O 0.853904 1.406942 1.959116 -0.1 0.0 -0.1
H 0.483596 1.420199 2.848461 0.0 0.0 0.0
H 0.328516 0.767959 1.465983 0.0 0.0 0.4
C 2.057699 0.778490 -0.591869 -0.2 -0.9 -0.3
H 2.743550 0.641880 -1.429866 -0.1 0.5 -0.2
H -2.908136 -2.096708 -0.249803 0.2 -0.1 -0.2
H 1.605708 1.757017 -0.485507 0.5 0.2 0.0
H -2.920898 -0.524356 0.506536 0.3 0.5 -0.4
H 1.214203 -1.194450 -1.204219 0.0 -0.3 0.6
H 2.673685 0.504143 0.266896 -0.3 0.2 0.2
N -1.267100 -0.922676 -0.878290 -2.9 3.5 0.3
C 0.974379 -0.228552 -0.771321 0.1 2.5 0.3
H -1.664979 -1.682175 0.956420 -0.3 -0.1 0.2
```
Positions in Å, forces in eV/Å.

Values from the calculation:
E_tot: -7837.6386 eV
Charge: +1
HOMO: -15.096 eV
Energy above the lowest of the compared OMol25 structures with the same formula, charge and spin: 354.9 kJ/mol
Kohn-Sham gap: 8.25 eV
Maximum force: 5.02 eV/Å

---

# 3
Formula: C5H5Cl
Source: OMol25
Level of theory: the ωB97M-V functional and the def2-TZVPD basis

Structure (XYZ):
```
11
Properties=species:S:1:pos:R:3:forces:R:3
H -0.349394 2.280004 0.382560 -0.4 -1.3 -0.2
H -0.311275 -2.244509 0.285419 -0.5 -1.0 0.1
H 1.938900 -1.206129 -0.766870 0.1 -0.8 -0.2
C 0.975520 0.743570 -0.466546 -2.0 1.2 1.2
H 1.666717 1.440703 -0.952000 0.1 -0.6 0.3
Cl -2.515794 -0.017851 -0.450818 0.6 -0.1 0.6
C -0.160256 1.199172 0.191420 2.5 -1.3 -1.4
C -0.098050 -1.235813 0.079182 0.9 1.4 0.0
C -0.932082 -0.075951 0.524332 -1.5 1.0 1.0
C 1.032782 -0.748647 -0.435247 0.0 1.6 -0.3
H -1.247073 -0.134552 1.608573 0.3 -0.1 -1.2
```
Positions in Å, forces in eV/Å.

Values from the calculation:
E_tot: -17787.0056 eV
Structure (SMILES): ClC1C=CC=C1
HOMO: -8.905 eV
Energy above the lowest of the compared OMol25 structures with the same formula, charge and spin: 53.5 kJ/mol
Kohn-Sham gap: 9.14 eV
Maximum force: 3.19 eV/Å

---

# 4
Formula: C6H6N2O2
Source: OMol25
Level of theory: the ωB97M-V functional and the def2-TZVPD basis

Structure (XYZ):
```
16
Properties=species:S:1:pos:R:3:forces:R:3
O 1.217538 -1.678885 -0.217676 -1.9 0.7 1.0
O -0.543346 2.446271 -0.158916 -0.9 1.6 -0.2
N 0.258269 0.386388 -0.024640 -1.0 1.1 0.0
H 2.964482 0.867977 -1.554987 0.6 -1.2 3.6
H -2.981877 1.175751 0.213092 -1.0 0.6 -0.1
H -3.056844 -1.313516 -0.114707 0.4 0.8 0.6
H -1.024052 -2.554351 -0.233410 -0.3 3.0 0.7
C 0.228706 -0.946346 0.006690 1.7 -2.2 -2.4
C 2.638345 0.335484 0.738146 1.3 0.6 1.1
H 2.211454 0.261498 1.768233 1.0 -0.1 -1.6
C -0.858485 1.300992 -0.037211 2.5 -1.8 0.8
C -2.097481 0.613325 0.145719 -0.3 0.6 -0.3
C -2.137410 -0.712274 0.045265 -1.3 -1.6 -0.5
H 1.216345 0.752386 -0.177100 -1.4 0.2 0.1
N -1.036931 -1.482043 -0.004885 0.6 -3.4 -0.2
C 3.001290 0.547349 -0.393609 0.0 1.3 -2.5
```
Positions in Å, forces in eV/Å.

Values from the calculation:
E_tot: -13391.3942 eV
Structure (SMILES): O=c1cc[nH]c(=O)[nH]1.C#C
HOMO: -9.413 eV
Energy above the lowest of the compared OMol25 structures with the same formula, charge and spin: 311.9 kJ/mol
Kohn-Sham gap: 9.90 eV
Maximum force: 3.81 eV/Å

---

Question: What is the E_tot in the third record?
Answer: -17787.0056 eV

---

Question: Look up the maximum force of the third one.
Answer: 3.19 eV/Å

---

Question: Which of these has the lowest maximum force?
Answer: C5H5Cl

---

Repeat the first record exactly.
Formula: C3H2O2S
Source: OMol25
Level of theory: the ωB97M-V functional and the def2-TZVPD basis

Structure (XYZ):
```
8
Properties=species:S:1:pos:R:3:forces:R:3
H 2.384584 -0.994073 -0.225046 -0.3 0.3 0.5
O 2.109747 -0.851339 0.704141 -1.5 3.3 -0.4
O 2.425154 1.745741 0.346300 1.5 1.4 -5.4
C 1.431032 0.969996 0.681313 0.1 -4.5 1.4
C 0.030888 1.024568 0.416871 -1.6 -0.4 -1.4
H -2.216742 0.946041 0.102764 -0.3 0.1 -0.1
S 2.116529 1.713598 2.054394 -0.3 -0.2 4.9
C -1.166390 1.005735 0.198536 2.3 0.0 0.7
```
Positions in Å, forces in eV/Å.

Values from the calculation:
E_tot: -18065.0584 eV
HOMO (spin up / spin down): -7.542 / -10.447 eV
Energy above the lowest of the compared OMol25 structures with the same formula, charge and spin: 467.5 kJ/mol
Kohn-Sham gap (spin up / spin down): 7.39 / 7.78 eV
Multiplicity: 3
Maximum force: 5.82 eV/Å